Here is the ion C6H9O2 with charge -1 in a non-equilibrium geometry from the OMol25 dataset. Energies are from wB97M-V/def2-TZVPD.

```
17
Properties=species:S:1:pos:R:3
H -0.0419 -0.0943 -2.4083
H 0.3628 0.2081 1.2177
C -0.8954 -0.1003 -0.5538
H -3.3611 -0.7425 2.6619
O 2.5198 0.8985 -1.2443
C -2.6204 -0.8635 1.9159
O 1.7743 -1.0216 -0.4449
C -0.6495 0.4156 0.9295
H -0.7026 1.4969 0.7808
H -0.6580 -1.2820 -0.5269
H 0.1569 1.6427 -1.8231
C 0.1887 0.5141 -1.5695
H -1.9203 0.1037 -0.8432
H -2.5674 -1.5544 1.1006
H -1.4762 0.7714 2.8502
C -1.6673 0.0667 2.0512
C 1.6198 0.0399 -1.0228
```

The calculation puts the molar mass at 113.1 u. The charge is -1. The value obtained for the total energy is -10462.828 eV. Its orbital gap is 7.5 eV. As for the SMILES: C=CCCCC(=O)[O-]. The highest occupied orbital energy comes out at -3.75 eV. For the energy above the lowest of the compared OMol25 structures with the same formula, charge and spin, the calculation gives 114.80 kJ/mol.


Here is a cluster of 2 separate species, Cl5HOSi2 in total in a non-equilibrium geometry from the OMol25 dataset. Energies are from wB97M-V/def2-TZVPD.

```
9
Properties=species:S:1:pos:R:3
O -1.2162 1.4647 -1.0112
Cl 0.4604 -2.7590 1.0402
Si -0.2094 -1.1468 -0.0398
Cl -3.5319 0.2707 -2.5772
Cl -0.3645 -1.5391 -2.0198
Cl -2.1379 -0.9646 0.6422
Cl -3.8266 2.5094 0.1403
Si -2.7280 1.3832 -1.1254
H 0.3171 0.0804 0.5730
```

The calculation puts the molar mass at 250.4 u. The charge is 0. The value obtained for the total energy is -80438.005 eV. Its orbital gap is 10.6 eV. As for the SMILES: Cl[SiH](Cl)Cl.O=[Si](Cl)Cl. The highest occupied orbital energy comes out at -10.92 eV. For the energy above the lowest of the compared OMol25 structures with the same formula, charge and spin, the calculation gives 165.76 kJ/mol.


Here is an isolated molecule of C6H9FO2S in a non-equilibrium geometry from the OMol25 dataset. Energies are from wB97M-V/def2-TZVPD.

```
19
Properties=species:S:1:pos:R:3
H 1.3817 1.7762 0.6294
C -0.7618 -1.5991 0.8737
S 0.9503 -1.6919 0.5714
H 0.7367 1.3757 -1.4943
H -3.0399 -1.6385 0.4840
C 2.1768 0.9885 0.4661
O -1.2036 1.6485 0.4538
C 0.3093 0.4696 -1.1321
H -1.4261 -1.2859 -1.0959
H 2.2240 -0.6368 -1.0165
C -1.5871 -0.8556 -0.1677
H -1.9939 1.4153 0.9577
O -2.9135 -0.7790 0.2883
C -0.9775 0.5349 -0.3056
H -1.1390 -1.6001 1.9187
C 1.5357 -0.1731 -0.3307
H 2.8902 1.5215 -0.1465
H 2.7273 0.7084 1.3602
F 0.1106 -0.1785 -2.3140
```

The calculation puts the molar mass at 164.2 u. The charge is 0. The value obtained for the total energy is -24011.250 eV. Its orbital gap (spin up / spin down) is 7.7 / 8.8 eV. As for the spin multiplicity: 3. The highest occupied orbital energy (spin up / spin down) comes out at -7.03 / -9.34 eV. As for the expectation value of S²: 2.01.


Here is an isolated molecule of C20H33N3O4S from the OMol25 dataset. Energies are from wB97M-V/def2-TZVPD.

```
61
Properties=species:S:1:pos:R:3
S 4.2644 -1.8585 -5.3995
C 1.4248 -0.4596 -1.3433
C 3.1502 -6.0102 -2.4395
H 2.0018 -6.3706 0.7357
H 5.4673 -0.3746 -6.4630
H 6.1750 -4.6254 1.5034
H 2.3737 0.0242 -1.1274
H 2.3915 -0.4555 -5.4988
H 6.4145 0.7915 -4.4595
C 4.0079 -4.7893 1.6261
H 5.8905 -0.6015 -3.5407
H 0.7568 -2.4400 -0.8047
C 7.5833 -0.9951 -4.8348
H 1.6590 -5.6200 -5.5435
H 8.3412 -0.7535 -4.0882
O 1.3858 -3.5122 1.6837
C 2.6657 -1.2816 -4.8411
H 2.3224 -7.3630 -3.8709
N 2.3130 -1.8699 0.4320
C 2.8101 -6.3856 -3.8583
H 3.7287 -6.4793 -4.4413
H 5.3729 -4.1547 -0.6775
C 4.5179 -4.7976 -0.8597
C 6.2787 -0.2898 -4.5055
C 1.8992 -5.3484 -4.5146
C 2.3586 -6.4341 -1.3779
H 0.1388 -2.5508 -3.0932
C 1.0938 -1.5307 -0.2922
C 3.7293 -5.2278 0.2041
H 7.4407 -2.0754 -4.8454
N 5.2250 -0.5474 -5.4956
O 4.0248 -2.2939 -6.7483
C 2.6546 -0.8177 -3.3956
H 0.2345 -0.1645 1.1521
C -0.0426 -1.0748 0.6141
H 1.5082 -7.0797 -1.5711
O 3.6568 -0.3196 -2.9067
C 2.6410 -6.0460 -0.0767
H -0.9232 -0.8587 0.0063
H 7.9649 -0.6862 -5.8104
H 4.8521 -4.8198 -2.9732
H 3.2864 -5.2965 2.2695
H 5.5975 -6.2188 1.9895
O 4.7599 -2.7653 -4.4049
C 3.7655 -3.2813 1.7826
H 2.3945 -4.3761 -4.5241
H 4.5318 -2.7231 1.2368
C 0.2562 -1.4803 -3.2739
C 2.3764 -2.9131 1.3016
H 3.1820 -1.5365 0.0485
H 0.9647 -5.2518 -3.9569
H 3.8428 -3.0043 2.8370
H 5.5592 -4.8730 3.1375
H 0.6534 0.3155 -1.3109
C 5.4171 -5.1485 2.0905
N 1.4906 -0.9604 -2.7100
H -0.5819 -0.9599 -2.8096
H 2.0065 -2.1233 -5.0448
H 0.1985 -1.2955 -4.3434
C 4.2336 -5.1818 -2.1612
H -0.2874 -1.8466 1.3378
```

The calculation puts the molar mass at 411.6 u. The charge is 0. The value obtained for the total energy is -44772.415 eV. Its orbital gap is 9.1 eV. As for the SMILES: CCNS(=O)(=O)CC(=O)N(C)C[C@H](C)NC(=O)C[C@H](C)c1ccc(CC)cc1. The highest occupied orbital energy comes out at -8.60 eV. For the energy above the lowest of the compared OMol25 structures with the same formula, charge and spin, the calculation gives 53.75 kJ/mol.